53
Properties=species:S:1:pos:R:3:forces:R:3 method="wB97M-V/def2-TZVPD" multiplicity=6 e_tot_ha=-1292.20512 e_above_lowest_ev=1.505 total_charge=+1 lumo_ha="-0.1375 / -0.2209"
C -1.9371 -0.1046 -0.6341 -2.269 -1.022 0.508
C -2.2403 1.2384 -0.3075 -1.553 0.835 -0.987
C -1.3946 2.0995 -1.1423 -1.088 0.133 -1.112
H -3.0671 1.5329 0.3451 0.563 0.093 -0.273
C -0.5615 1.1963 -1.9453 -0.380 0.327 -0.914
C -0.9934 -0.1470 -1.6572 0.944 -0.443 -1.557
H 0.2447 1.5198 -2.6442 -1.160 -0.480 0.605
C 0.1017 -1.3946 1.7928 2.099 -0.277 -1.052
C -0.9333 -0.6307 2.3379 -1.314 1.876 0.901
C -0.5377 0.7573 2.4017 1.203 -0.936 0.342
H -1.9085 -1.0113 2.6610 0.494 0.180 -0.137
C 0.8636 0.8263 1.9275 0.118 -1.124 1.896
C 1.1725 -0.5123 1.4289 -0.363 -0.529 1.410
H -1.3912 3.1916 -1.1093 -0.067 -0.337 -0.457
H -0.7224 -1.0885 -2.1789 0.174 0.992 0.525
H -2.4678 -0.9875 -0.1940 0.734 0.986 -0.497
H 2.1881 -0.7790 1.1361 -0.586 -0.049 0.132
H -0.9827 1.5435 3.0024 -0.243 -0.282 -0.346
H 0.1015 -2.4958 1.7151 0.033 0.876 -0.117
Ir -0.1976 1.2160 0.2274 0.806 -2.059 2.478
C 1.8616 1.9711 2.0385 -0.643 -0.019 -0.233
C 3.1243 1.7888 2.8684 0.125 0.088 -0.031
C 1.0269 3.1446 2.6183 -0.517 -0.450 0.822
H 2.9141 1.6413 3.9225 -0.110 -0.081 0.137
H 3.7077 2.7211 2.7811 -0.097 -0.377 0.016
H 3.7345 0.9621 2.5019 0.021 -0.003 0.084
H 0.6556 2.8238 3.6092 0.399 -0.003 -0.173
H 0.1353 3.3276 1.9943 0.440 0.079 0.705
H 1.5840 4.0732 2.7735 -0.135 -0.283 -0.228
C 2.2964 2.0627 0.5453 1.227 -0.065 -1.032
C 2.1879 3.4158 -0.0547 -2.982 2.119 2.535
H 1.6179 1.4814 -0.2426 0.833 0.618 0.839
H 3.2405 1.5123 0.3078 -0.490 0.657 0.407
O 1.2426 4.0956 0.4933 4.476 -2.119 -2.646
N 2.9086 3.7092 -1.2240 1.533 0.666 -0.235
C 2.1635 3.4366 -2.4553 0.154 -0.146 0.743
H 3.7460 4.3299 -1.2532 -1.452 -0.697 0.338
C 0.9065 4.2414 -2.4935 -1.169 0.805 -0.786
C 0.0165 4.0923 -3.5651 -0.058 0.006 0.334
H 0.3560 3.4621 -4.4066 -0.612 0.327 0.338
C -1.2146 4.7626 -3.5475 0.090 -0.038 -0.413
H -1.8613 4.6575 -4.4200 0.041 0.061 0.326
C -1.5943 5.5869 -2.4731 0.213 -0.326 -0.096
H -2.5547 6.1048 -2.4684 0.226 -0.271 -0.082
C -0.6858 5.7795 -1.4335 0.234 0.076 -0.695
H -0.8811 6.4361 -0.5794 -0.081 -0.170 -0.463
C 0.5748 5.1858 -1.5227 -0.057 0.753 0.169
H 1.2577 5.4682 -0.7284 -0.173 0.055 -0.980
H 1.9682 2.3501 -2.4034 -0.254 0.284 -0.372
H 2.7405 3.5737 -3.3705 0.401 0.166 0.335
O 1.0570 -2.2063 -0.6274 3.196 0.562 -2.069
N 2.0582 -1.6766 -1.1370 -3.060 2.850 2.361
O 2.3028 -0.4467 -1.0187 0.136 -3.883 -1.301